No. 1
C7H8Br4F9O9S3Ti as an isolated structure. Source: the Open Molecules 2025 dataset; level of theory: ωB97M-V with the def2-TZVPD basis set.

The geometry in ORCA input format:
```
! wB97M-V def2-TZVPD RIJCOSX def2/J DEFGRID3
* xyz -1 5
Ti -4.3200 10.6168 16.0906
C -3.1020 11.8847 11.4527
F -3.0636 11.4091 10.1955
F -2.0307 11.5899 12.1534
F -3.2026 13.1984 11.3459
S -4.6946 11.1002 12.3116
O -4.3452 10.9636 13.7567
O -5.8179 12.0525 12.1183
O -5.0089 9.7850 11.6654
C -4.1921 5.9804 15.2427
F -4.0354 6.0793 16.5900
F -3.0405 6.2314 14.6271
F -4.6018 4.7704 14.8298
S -5.5179 7.2991 14.6421
O -5.1979 8.5440 15.3392
O -5.4590 7.4177 13.1847
O -6.8520 6.7380 15.0289
C -6.2304 15.1930 16.6442
F -7.0702 16.1151 16.2013
F -5.0060 15.7028 16.8095
F -6.7229 14.6744 17.8009
S -6.2138 13.7096 15.3441
O -5.3295 12.6323 15.8691
O -7.5862 13.1939 15.2084
O -5.8399 14.3297 14.0363
Br 2.2687 7.8431 13.6496
C 0.5724 8.8306 14.1758
C -0.5658 7.8860 14.4974
Br -2.1172 9.0007 14.9832
H 0.2332 9.5365 13.4177
H 0.8454 9.3759 15.0793
H -0.2988 7.2794 15.3627
H -0.7589 7.2604 13.6259
Br -2.6726 12.0329 18.2406
C -4.0464 12.7775 19.4613
C -5.1724 11.7684 19.5061
Br -6.4323 12.2967 20.9505
H -4.3429 13.7438 19.0533
H -3.5264 12.8805 20.4138
H -4.8394 10.8075 19.8985
H -5.5855 11.5893 18.5134
*
```

The calculation puts the gap between HOMO and LUMO (spin up / spin down) at 5.07 / 4.23 eV. The HOMO energy (spin up / spin down) comes out at -3.137 / -6.809 eV.

No. 2
C15H42BF4O7V2 as an isolated structure. Source: the Open Molecules 2025 dataset; level of theory: ωB97M-V with the def2-TZVPD basis set.

The geometry in ORCA input format:
```
! wB97M-V def2-TZVPD RIJCOSX def2/J DEFGRID3
* xyz 1 7
V -1.9200 -2.3691 -15.5244
V -2.9923 -0.1464 -13.5455
O -3.6786 -1.7153 -14.6950
H -4.6047 -1.9434 -14.7120
O -1.1714 -0.8685 -14.3467
H -0.3634 -0.3951 -14.1580
B -2.6398 -2.4387 -11.1726
F -1.4096 -3.1054 -11.4580
F -3.6651 -3.0614 -11.8866
F -2.8794 -2.3504 -9.8194
F -2.4879 -1.0790 -11.7119
C 0.8496 -4.8373 -13.9383
C -0.6233 -5.1366 -14.2012
C -1.1843 -6.1235 -13.1777
O -1.3830 -3.8850 -14.1433
H 1.2133 -4.0747 -14.6294
H 1.4544 -5.7351 -14.0923
H 1.0145 -4.5037 -12.9137
H -0.7647 -5.5430 -15.2051
H -2.2536 -6.2658 -13.3419
H -1.0451 -5.7436 -12.1688
H -0.6791 -7.0772 -13.3176
H -1.5880 -3.6895 -13.2081
C 3.0056 -1.0959 -10.2409
C 1.6414 -1.2330 -10.8554
C 1.6723 -1.1316 -12.3739
O 1.1213 -2.4892 -10.4629
H 3.4076 -0.1043 -10.4768
H 3.6850 -1.8263 -10.6780
H 2.9508 -1.1968 -9.1614
H 0.9815 -0.4291 -10.4970
H 2.4018 -1.8015 -12.8454
H 1.9366 -0.1263 -12.7282
H 0.6909 -1.3987 -12.7886
H 0.2573 -2.5708 -10.8934
C 2.0633 -1.8612 -16.5157
C 0.6906 -1.7747 -17.1511
C 0.7379 -1.7714 -18.6606
O -0.1187 -2.9288 -16.7031
H 2.6936 -1.0247 -16.8177
H 2.5502 -2.8009 -16.7941
H 2.0180 -1.8257 -15.4229
H 0.1350 -0.9048 -16.7912
H -0.2727 -1.7522 -19.0791
H 1.1973 -2.6866 -19.0393
H 1.2554 -0.8912 -19.0391
H 0.4330 -3.7190 -16.7410
C 0.6510 3.8225 -15.1234
C 0.5056 2.3270 -14.9242
C 1.6040 1.5517 -15.6301
O 0.5562 2.0095 -13.5004
H 1.6264 4.1792 -14.7911
H -0.1373 4.3621 -14.5928
H 0.5345 4.1080 -16.1725
H -0.4698 1.9629 -15.2519
H 2.5933 1.9351 -15.3642
H 1.5246 1.5812 -16.7190
H 1.5880 0.5009 -15.3229
H 1.3490 2.4078 -13.1216
C -1.4326 2.1299 -10.3399
C -2.2659 2.4936 -11.5325
C -2.0431 3.9147 -11.9938
O -2.0078 1.5396 -12.6124
H -0.3754 2.1095 -10.6040
H -1.7606 1.1913 -9.8989
H -1.5617 2.8982 -9.5721
H -3.3255 2.3639 -11.3052
H -2.4291 4.5693 -11.2081
H -2.5816 4.1356 -12.9121
H -0.9789 4.1402 -12.0709
H -1.0779 1.6445 -12.9098
*
```

The calculation puts the gap between HOMO and LUMO (spin up / spin down) at 8.23 / 8.38 eV. The HOMO energy (spin up / spin down) comes out at -11.497 / -11.820 eV.

No. 3
C26H25Cl2N11O3PSSeTc as an isolated structure. Source: the Open Molecules 2025 dataset; level of theory: ωB97M-V with the def2-TZVPD basis set.

The geometry in ORCA input format:
```
! wB97M-V def2-TZVPD RIJCOSX def2/J DEFGRID3
* xyz 1 4
Tc -0.1976 0.0387 0.6739
S -1.3058 -3.0151 7.5472
N -2.3729 -2.4292 6.4935
C -1.6843 -2.0501 5.4297
C -2.2432 -1.4739 4.2236
C -3.6097 -1.2665 4.0296
C -4.0301 -0.7165 2.8433
C -3.0921 -0.4122 1.8620
N -1.7919 -0.6280 2.0257
C -1.3620 -1.1256 3.2047
C 0.0728 -1.3103 3.3516
N 0.8444 -0.9265 2.3134
C 2.1424 -1.2160 2.3485
C 2.7531 -1.8229 3.4353
C 1.9862 -2.1588 4.5284
C 0.6167 -1.9101 4.4865
C -0.2929 -2.2711 5.5541
N 0.0540 -2.8150 6.7089
H -4.3050 -1.5347 4.8139
H -5.0750 -0.5253 2.6476
H -3.4008 0.0069 0.9213
H 2.7119 -0.9713 1.4659
H 3.8133 -2.0278 3.4028
H 2.4139 -2.6337 5.4015
C -2.3310 3.5876 -2.8983
N -2.3383 2.2245 -2.3676
C -3.1110 1.2650 -2.9655
C -3.1537 0.0063 -2.5193
C -2.3947 -0.3523 -1.3381
O -2.4742 -1.4393 -0.7893
N -1.5282 0.6258 -0.8168
C -1.5074 1.9248 -1.3066
O -0.7897 2.7833 -0.8240
H -3.3362 3.8426 -3.2260
H -1.6398 3.6706 -3.7373
H -2.0223 4.2679 -2.1128
H -3.6877 1.6049 -3.8153
H -3.7719 -0.7504 -2.9752
O -1.1403 3.6507 2.7230
C -0.7100 2.6834 2.2288
N -0.2466 1.6851 1.7478
Se 0.4203 -2.1020 -0.5771
C -0.2099 -3.1796 0.7723
N -0.5514 -3.8181 1.6705
Cl 0.2277 -0.1923 -3.4418
C 0.1666 0.3773 -5.1228
Cl 0.2361 2.1392 -5.2089
H -0.7696 0.0403 -5.5497
H 1.0192 -0.0312 -5.6500
C 4.1172 1.6683 -2.3688
N 3.2817 2.7620 -1.8885
C 3.8979 3.3515 -0.7033
N 4.1130 2.3782 0.3675
C 4.9174 1.2738 -0.1580
N 4.3517 0.6449 -1.3518
C 3.1329 -0.0933 -1.0544
P 1.8402 1.0346 -0.3424
C 1.9063 2.3694 -1.6512
C 2.8531 1.9219 0.9373
H 5.0816 2.0804 -2.6684
H 3.6480 1.2089 -3.2405
H 3.2705 4.1633 -0.3336
H 4.8668 3.7620 -0.9901
H 5.0472 0.5184 0.6203
H 5.9002 1.6679 -0.4187
H 3.3503 -0.9155 -0.3709
H 2.7385 -0.5446 -1.9676
H 1.3229 3.2126 -1.2993
H 1.4456 1.9938 -2.5668
H 3.0462 1.2801 1.7966
H 2.2648 2.7700 1.2905
*
```

The calculation puts the gap between HOMO and LUMO (spin up / spin down) at 7.50 / 6.29 eV. The HOMO energy (spin up / spin down) comes out at -11.100 / -11.098 eV.

Number 1: DFT total energy -14187.51547 Eh. Number 2: DFT total energy -3435.85333 Eh. Number 3: DFT total energy -5975.90315 Eh.